A structure of composition C24H25Cl2MoN4O2S2. Source: the Open Molecules 2025 dataset; level of theory: ωB97M-V/def2-TZVPD.

The geometry in XYZ format:
```
60
Properties=species:S:1:pos:R:3:forces:R:3
C -2.88708 -3.94459 1.57846 0.0 0.0 0.0
H -1.16274 4.63425 1.84956 0.0 0.0 0.0
H 0.34940 3.80941 -0.01298 0.0 0.0 0.0
C 3.67161 -0.41589 3.35563 0.0 0.0 0.0
C -2.46184 -2.58663 1.10186 0.0 0.1 -0.1
H 1.70864 2.70711 1.61397 0.0 0.0 0.0
N 1.37953 -0.31895 1.77258 0.0 0.0 0.0
O -0.81424 0.19809 -1.80261 0.3 0.4 -0.3
C 2.06703 -1.92611 -1.13564 0.0 0.0 0.0
C -0.08944 2.80765 0.04612 0.0 0.0 0.0
C -1.23166 3.60727 2.18202 0.0 0.0 0.0
C 1.98891 1.90454 0.92805 0.0 0.0 0.0
H 0.89070 -2.15015 2.58168 0.0 0.0 0.0
H 3.56125 0.95996 -3.10709 0.0 0.0 0.0
H 4.56779 -0.45317 3.96018 0.0 0.0 0.0
C -0.67315 -0.59514 -2.82638 -0.3 -0.1 0.1
C -1.83519 1.95560 3.80085 0.0 0.0 0.0
C -1.13439 0.09544 -4.12433 0.0 0.0 0.0
H -3.68702 -3.86941 2.31609 0.0 0.0 0.0
C 3.09547 -2.20297 -2.01395 0.0 0.0 0.0
O -0.27613 -1.73531 -2.81655 0.0 0.0 0.0
H 3.44125 -3.21944 -2.13176 0.0 0.0 0.0
S -0.79415 -2.30165 0.76109 -0.1 -0.4 0.2
H -5.06289 -2.00498 1.97085 0.0 0.0 0.0
H -2.17810 4.06142 4.05258 0.0 0.0 0.0
N 1.58696 -0.69126 -0.96076 0.0 0.0 -0.2
H 4.43674 -1.34572 -3.45461 0.0 0.0 0.0
H -2.05514 -4.48027 2.03323 0.0 0.0 0.0
C 3.15519 0.12169 -2.55700 0.0 0.0 0.0
C 3.42628 0.65874 2.52437 0.0 0.0 0.0
C -0.75207 2.58840 1.37900 0.0 0.0 0.0
H 4.12163 1.48571 2.46083 0.0 0.0 0.0
H 0.74202 1.85622 -2.17675 0.0 0.0 0.0
H 2.91527 2.22538 0.44785 0.0 0.0 0.0
H -3.25910 -4.55136 0.74982 0.0 0.0 0.0
N -0.82324 1.30390 1.75224 0.0 -0.1 -0.2
C 2.74145 -1.44162 3.39343 0.0 0.0 0.0
H -1.98450 0.73745 -3.92492 0.0 0.0 0.0
C -4.79269 -1.63856 0.97911 0.0 0.0 0.0
H -1.39153 -0.06320 3.17878 0.0 0.0 0.0
H 2.87540 -2.30596 4.02770 0.0 0.0 0.0
H -0.81128 2.69086 -0.76560 0.0 0.0 0.0
C 2.12581 0.32281 -1.65830 0.0 0.0 0.0
C 3.64084 -1.16258 -2.74513 0.0 0.0 0.0
H -5.25701 -0.66570 0.83272 0.0 0.0 0.0
C -1.34609 0.99215 2.94221 0.0 0.0 0.0
H -2.25492 1.66334 4.75246 0.0 0.0 0.0
Cl 0.18498 1.16656 -4.70001 0.0 0.0 0.1
C 1.52284 1.68670 -1.44045 0.0 0.0 0.0
C -3.30055 -1.55849 0.82482 0.0 0.0 0.0
H 2.28215 2.46452 -1.56606 0.0 0.0 0.0
H 1.58788 -2.70993 -0.56503 0.0 0.0 0.0
H -5.21395 -2.33130 0.24774 0.0 0.0 0.0
Mo -0.29376 -0.21077 0.18134 0.1 0.1 0.4
C -1.79025 3.28445 3.40764 0.0 0.0 0.0
N 0.92726 1.74943 -0.09376 0.1 0.1 -0.1
C 1.62419 -1.35787 2.58928 0.0 0.0 0.0
Cl -1.57911 -1.05619 -5.36468 0.0 0.0 0.0
S -2.64310 -0.10358 0.18512 -0.1 -0.1 0.0
C 2.26984 0.68053 1.75949 0.0 0.0 0.0
```
Positions in Å, forces in eV/Å.

Calculated values
- charge = +1
- frontier orbital gap (Ha) = 0.260
- ΔE to the lowest compared entry with this formula, charge and spin (kcal/mol) = 13.4


A structure of composition C24H25Cl2N2OS2W. Source: the Open Molecules 2025 dataset; level of theory: ωB97M-V/def2-TZVPD.

The geometry in XYZ format:
```
57
Properties=species:S:1:pos:R:3:forces:R:3
H -3.64741 0.74684 4.74661 0.0 0.0 0.0
H 5.69564 4.95068 -0.54800 0.0 0.0 0.0
W 0.42171 0.78533 -0.12708 0.5 0.8 1.6
C 2.82763 -2.99359 -2.19060 -0.1 0.1 -0.1
H -1.29984 -5.34421 -0.32724 0.1 0.0 0.1
C 0.55573 -1.81103 -2.59536 0.1 0.1 0.2
H 2.47576 -0.86268 -2.34907 0.1 0.1 0.0
C 3.13224 2.79639 -0.39168 0.1 0.9 -0.1
H 0.43100 -3.69073 0.51742 0.0 0.0 0.0
H -4.47481 0.89606 -1.95248 0.0 0.0 0.0
C 4.43497 3.22177 -0.42296 0.0 -0.4 0.0
H -2.01167 0.89657 -2.14979 0.0 0.0 0.0
H 2.45083 -3.92514 -2.61524 0.0 0.0 0.0
C -0.00634 -3.67389 -0.48203 -0.2 0.1 0.0
H -2.01634 -3.85809 0.26567 0.0 0.0 0.0
C 2.04137 3.67256 -0.46676 -0.2 -0.2 0.1
C 2.07569 -1.79104 -2.75712 0.0 -0.2 0.1
C -1.40293 -4.27783 -0.53466 -0.1 0.0 -0.2
C 2.30881 5.05021 -0.59585 0.1 -0.2 0.0
H 1.19857 0.74070 5.04738 0.0 0.0 0.0
H 0.11341 -2.67108 -3.10154 -0.1 0.0 0.1
C -2.24586 0.74861 1.12371 -0.2 0.0 0.1
H 1.90581 0.71666 2.68179 0.0 0.0 0.0
N -1.67084 0.77981 -0.11494 -0.9 0.0 -0.1
Cl 2.80420 1.08545 -0.27012 1.0 -0.5 0.0
Cl 1.03068 6.16745 -0.73240 0.0 0.0 0.0
C -3.63028 0.76913 1.33429 0.3 0.0 -0.1
H -1.52561 -4.55916 -2.69327 0.0 0.0 0.0
S 0.39574 3.11502 -0.35294 0.0 -0.7 -0.2
C 4.67478 4.59375 -0.53166 -0.1 0.1 0.0
H -1.22192 0.75607 5.61015 0.0 0.0 0.0
C -4.11732 0.76052 2.68042 0.0 0.0 0.2
H 0.10425 -0.90852 -3.02128 0.0 0.0 0.0
C -1.35687 0.71846 2.22739 -0.2 0.1 0.2
H -5.18743 0.77683 2.84231 0.0 0.0 0.0
C -4.45081 0.81222 0.19083 0.1 0.0 -0.1
H 3.82317 6.55251 -0.71341 0.0 0.0 0.0
H -2.24057 -3.03255 -2.12060 0.0 0.0 -0.1
O 1.01273 -1.24091 0.04367 0.0 1.2 -0.4
N -0.02578 0.71283 1.93722 0.0 0.3 -0.4
H 5.25288 2.51487 -0.36736 0.0 0.0 0.0
C -0.89631 0.74149 4.57703 0.1 0.0 0.0
C 3.62842 5.49230 -0.62077 0.0 0.1 0.0
H 0.67779 -4.13152 -1.19323 0.0 0.0 0.0
H 2.76852 -3.04343 -1.10409 0.0 0.0 0.0
C 0.44805 0.73336 4.26964 -0.1 0.0 0.1
C -3.26521 0.74575 3.73377 -0.2 0.0 0.0
C -2.09342 -4.09372 -1.88573 0.1 0.0 0.1
H 3.88001 -2.92842 -2.46119 0.0 0.0 0.0
C -3.86834 0.85004 -1.05889 -0.2 0.0 0.1
C 0.85484 0.72363 2.93911 0.1 -0.1 0.0
H 2.25081 -1.74506 -3.83372 -0.1 0.1 0.0
C -2.48392 0.84075 -1.17534 0.2 0.0 0.0
H -3.07580 -4.56090 -1.86950 0.0 0.0 0.0
C -1.84764 0.73369 3.53882 0.2 -0.1 -0.3
H -5.52892 0.82701 0.29489 0.0 0.0 0.0
S -0.08380 -1.88181 -0.87422 -0.3 -1.8 -0.9
```
Positions in Å, forces in eV/Å.

Calculated values
- charge = +3
- frontier orbital gap (alpha / beta) (Ha) = 0.206 / 0.250
- multiplicity = 3
- ΔE to the lowest compared entry with this formula, charge and spin (kcal/mol) = 34.3


A structure of composition C24H25Cl3N2O2PV. Source: the Open Molecules 2025 dataset; level of theory: ωB97M-V/def2-TZVPD.

The geometry in XYZ format:
```
58
Properties=species:S:1:pos:R:3:forces:R:3
C 0.06431 -3.11243 3.46404 0.1 0.8 -0.4
H -2.66736 -0.47187 2.20183 -0.2 -0.2 -0.8
C -4.25163 -0.30808 0.65212 1.7 1.1 0.0
H 2.07802 3.28828 4.21552 0.4 -0.3 0.1
H 1.13246 -0.80645 -5.65748 0.2 0.4 1.0
H -5.00721 -0.80576 1.20993 -0.4 -0.3 0.5
C 0.15680 4.05060 3.80954 -0.4 0.9 0.4
C -0.21965 -0.72840 2.99908 0.0 -1.0 -1.0
C 0.50577 -0.90798 -3.56902 -1.1 -1.7 0.4
H 0.24848 -2.92439 -4.48529 0.0 0.5 0.5
C 1.12416 2.22734 2.59879 -0.8 -0.6 -1.4
C -2.38247 1.11569 -0.80535 1.2 0.3 -0.5
H -1.66050 -1.03993 -3.20462 -0.1 -0.4 0.3
H 2.48632 -0.72019 -4.50691 0.1 -0.2 0.3
N 0.84845 -0.35117 -2.27657 1.9 -0.3 -0.4
C -0.28255 -1.80691 3.86331 0.3 0.2 -0.2
Cl 3.78161 -1.46529 -1.33742 -0.7 -0.2 0.1
O 2.86519 0.57698 0.69756 -0.9 -0.7 -1.2
P -0.15364 0.63290 0.65600 0.2 0.2 -0.8
C 1.45420 -0.41325 -4.65071 -0.4 1.2 -1.2
N 0.49053 -2.55770 -0.05630 0.5 1.1 -2.0
C 1.22824 3.20014 3.56674 -0.2 -0.2 0.2
Cl 1.81667 2.49990 -1.80775 0.2 0.2 -0.1
C 0.06047 -0.87974 1.63434 0.8 -1.0 1.8
C 0.45298 -3.31793 2.14250 0.1 0.5 0.7
H -3.85465 1.28248 -2.37946 0.2 -0.3 1.7
C 0.57994 -2.47888 -3.52308 1.5 0.2 -1.1
H 0.35985 -1.79011 -0.73713 0.1 -1.2 0.3
C -2.92943 -0.16175 1.17863 -0.5 0.4 -1.2
H 0.36246 -3.51941 -0.32469 0.1 0.3 -0.2
H -1.12733 0.53161 -3.77845 0.2 -0.8 0.0
H 0.04351 -2.96844 -2.74192 -0.7 0.1 0.7
C -3.62829 0.91376 -1.32374 -0.9 1.1 -2.3
C 4.12750 0.58350 0.56646 2.6 1.7 2.6
C -0.90085 4.09804 2.90090 0.7 -0.6 0.1
H -0.56549 -1.51983 4.84831 -0.2 -0.5 0.9
H 0.18589 4.72412 4.72535 -0.2 -0.9 -1.4
C -0.95436 -0.57540 -3.87026 0.0 2.1 -0.7
H -1.72806 4.73772 3.19376 0.0 0.1 -0.8
H -1.19331 -0.80967 -4.91385 0.0 -0.2 0.2
H -0.49062 0.26057 3.28931 -0.1 0.4 0.8
C 0.41761 -2.22341 1.24316 -1.3 0.5 0.5
H -1.62564 1.74392 -1.27186 -0.3 -0.2 -0.6
H 1.86108 1.46086 2.37354 0.3 0.3 0.7
H 0.79279 -4.29675 1.74306 -0.4 0.7 0.4
H -5.58258 0.18878 -1.00715 -0.1 -0.3 0.2
C -4.58681 0.26122 -0.59208 0.1 -0.8 0.6
O 4.94501 1.11665 1.37792 -1.9 -1.8 -2.9
V 1.86833 0.37251 -1.20063 -2.7 0.6 1.4
H 1.63204 -2.80207 -3.41218 -0.3 0.2 0.0
C 4.59381 -0.09797 -0.70727 2.2 0.2 -0.2
H 0.02246 -3.91822 4.18510 0.1 -0.1 -0.1
Cl 6.23609 -0.05435 -1.30003 -1.1 0.4 0.7
H -1.61445 3.34388 0.97889 -0.7 -0.1 0.1
C -0.89856 3.22254 1.77006 -0.8 0.5 0.9
C -1.97409 0.51120 0.35147 -0.2 -0.4 1.5
H 1.46256 0.71145 -4.70136 -0.1 -1.0 0.1
C -0.00607 2.17708 1.70537 1.8 -0.6 1.4
```
Positions in Å, forces in eV/Å.

Calculated values
- charge = 0
- frontier orbital gap (alpha / beta) (Ha) = 0.275 / 0.235
- multiplicity = 3
- ΔE to the lowest compared entry with this formula, charge and spin (kcal/mol) = 16.8


An isolated molecule of C24H25FN4O2. Source: the Open Molecules 2025 dataset; level of theory: ωB97M-V/def2-TZVPD.

The geometry in XYZ format:
```
56
Properties=species:S:1:pos:R:3:forces:R:3
H -2.30968 4.56799 -0.72880 0.0 -0.1 0.0
C 2.41284 -0.80865 0.34702 -0.4 0.1 0.1
H 0.47789 1.77965 -0.05706 -0.1 0.2 0.0
H 0.33698 -2.95029 0.13124 0.0 0.0 -0.1
H 2.89731 -2.82511 -0.12825 0.1 0.0 0.0
C -4.19274 -2.13920 -0.72403 0.0 0.1 0.1
N -3.16994 1.35977 -0.14071 0.1 0.3 -0.1
C -2.20356 3.57478 -0.28912 -0.2 0.0 -0.3
O -2.28890 3.74839 1.10339 0.0 0.1 0.1
H -4.27075 1.98646 1.54400 0.0 -0.1 0.0
C -4.81947 0.37660 -1.67034 0.0 0.2 0.1
C -3.28801 1.55000 1.29922 0.2 0.2 0.2
H -3.19451 0.59757 1.81675 0.0 0.1 0.1
C -3.51361 -1.03408 -0.23406 -0.3 0.0 0.0
C -5.46181 -0.73822 -2.17824 0.0 -0.1 0.0
H -3.93433 -3.11422 -0.33824 0.0 -0.1 0.0
C 2.83864 -2.17374 0.75012 0.1 -0.1 0.2
H 4.48920 -1.75253 -1.45449 -0.1 -0.1 0.0
H -1.20878 2.05760 1.58702 -0.1 0.0 0.0
H -3.15364 2.49632 -1.88935 0.0 0.0 0.0
H -5.68248 -2.86808 -2.07873 0.0 -0.1 0.0
H 1.97502 -3.79162 1.88824 0.0 0.0 0.1
C 5.36735 1.22457 -0.14392 0.0 0.0 0.1
H 3.82761 -2.15269 1.21541 0.0 0.0 -0.1
C 4.54331 0.15317 -0.49167 0.6 0.2 -0.1
C 0.38183 -2.54145 1.14379 0.0 0.1 0.3
H -5.09826 1.35053 -2.04064 0.0 0.1 0.0
C -3.84432 0.25575 -0.68037 -0.1 -0.3 -0.1
C 7.26584 0.13843 -1.10609 -0.1 0.0 0.0
N 2.46027 1.29370 -0.38996 0.1 0.8 -0.4
H -2.30400 2.72319 2.83182 0.0 -0.1 0.0
H -1.14377 -0.32897 -0.53952 -0.1 0.0 0.0
H 6.89006 -1.78226 -1.97214 0.0 -0.1 0.0
C 1.14484 -0.28752 0.50061 0.3 -0.2 -0.1
C -5.16558 -2.00092 -1.69779 0.0 0.0 -0.1
C 5.11474 -0.92632 -1.15742 -0.1 0.2 0.1
N -1.20790 -0.83900 0.32647 0.3 0.1 0.0
N 3.17652 0.18096 -0.18746 -0.6 -0.3 0.3
C 0.00861 -1.04914 1.09237 -0.1 -0.4 0.2
C 1.23918 1.02893 0.01459 0.2 -0.3 0.1
C 6.71566 1.22462 -0.44868 -0.2 0.0 0.0
H -1.21705 3.16732 -0.55845 -0.1 0.0 0.0
C -2.19538 2.50872 1.76775 -0.2 -0.3 0.2
H 7.31603 2.07261 -0.15978 0.0 0.1 0.0
C -2.40984 -1.29324 0.74450 0.2 0.1 -0.4
C -3.29521 2.63790 -0.81630 0.3 0.2 0.1
C 1.78583 -2.73168 1.71392 0.0 -0.1 -0.2
C 6.46491 -0.93551 -1.45603 0.1 -0.1 0.0
F 4.86137 2.27021 0.52766 0.1 -0.2 -0.1
H -0.35401 -3.06281 1.75487 0.0 0.0 -0.1
H -4.27760 3.10350 -0.63452 0.0 0.0 -0.1
H 8.31794 0.13259 -1.34386 0.1 0.0 0.0
H 1.85775 -2.21357 2.67208 0.0 0.0 0.1
O -2.56215 -1.90468 1.78532 -0.1 -0.1 0.3
H -0.18531 -0.70451 2.12020 0.0 -0.1 -0.1
H -6.21490 -0.61184 -2.94235 -0.1 0.0 -0.1
```
Positions in Å, forces in eV/Å.

Calculated values
- SMILES = O=C(N[C@H]1CCCc2c1cnn2-c1ccccc1F)c1ccccc1N1CCOCC1
- charge = 0
- frontier orbital gap (Ha) = 0.329
- ΔE to the lowest compared entry with this formula, charge and spin (kcal/mol) = 21.4


Q: Which value of charge does entry 4 give?
A: 0